[1]
The following is a quantum chemistry calculation of a structure of composition C27H26BrF4FeN5O3S, from OMol25.

Geometry (Å):
C (-0.719, -0.651, 2.765)
H (0.519, 3.897, 1.248)
C (-1.223, -0.520, -3.343)
H (3.421, 0.311, 1.207)
C (0.721, -1.658, -4.246)
C (-2.867, 0.794, 5.533)
H (-2.819, 0.724, 1.702)
H (1.441, -0.963, -6.122)
H (-1.844, 3.431, 0.520)
C (3.591, -0.795, -2.150)
C (-2.298, -0.371, -2.376)
C (2.802, 0.405, 2.099)
C (-1.247, 0.265, -4.498)
H (2.770, 2.573, 2.191)
C (-0.216, -1.536, -3.181)
H (-4.640, 1.995, 5.390)
C (-3.839, 1.448, 3.461)
C (-0.305, 0.133, -5.500)
H (-2.035, 1.008, -4.592)
C (-3.864, 1.468, 4.849)
C (-3.407, -1.844, 0.394)
C (4.563, -3.025, -2.052)
H (1.857, 1.221, -2.250)
C (1.309, 0.999, -1.333)
N (1.147, 1.886, 1.008)
H (-1.080, -0.421, 5.408)
C (-1.016, 2.786, 0.216)
H (-4.392, -2.422, 2.037)
N (-3.360, -0.822, -0.417)
H (5.320, -3.732, -2.347)
S (-2.255, -3.119, 0.564)
C (-1.843, 0.100, 3.489)
H (1.447, 1.764, 3.041)
C (2.049, 1.728, 2.129)
C (0.109, 2.861, 1.238)
H (2.099, -0.428, 2.116)
C (-1.861, 0.110, 4.880)
H (0.255, 1.172, -1.557)
H (-0.332, 0.770, -6.376)
H (-3.232, 0.101, -2.697)
H (-0.303, 2.675, 2.233)
C (2.482, -1.108, -1.300)
H (1.495, -2.409, -4.128)
N (-2.219, -0.845, -1.193)
Br (-2.893, 0.822, 7.447)
C (3.520, -3.359, -1.196)
H (3.450, 0.333, 2.977)
H (-4.612, 1.966, 2.905)
H (1.660, 3.030, -0.687)
O (-0.741, -0.526, 1.507)
H (-5.003, -1.025, 1.301)
O (0.106, -1.241, 3.462)
N (1.462, -0.375, -0.889)
Fe (-0.349, -1.504, -0.246)
N (-4.554, -1.922, 1.178)
C (4.553, -1.718, -2.496)
F (3.463, -4.618, -0.702)
F (3.764, 0.457, -2.665)
C (2.558, -2.461, -0.835)
F (1.580, -2.874, 0.015)
H (2.870, 1.867, -0.166)
C (0.684, -0.845, -5.353)
H (-0.687, 3.110, -0.772)
C (1.792, 2.009, -0.285)
O (-0.142, -2.307, -2.161)
H (-1.378, 1.761, 0.135)
F (5.550, -1.308, -3.323)
C (-2.836, 0.769, 2.783)

Output
- multiplicity = 5
- frontier orbital gap (alpha / beta) (eV) = 5.5 / 5.5
- net charge = -2
- E_HOMO (alpha / beta) (eV) = -1.679 / -1.715


[2]
The following is a quantum chemistry calculation of a structure of composition C27H26ClN3O3SbV in a non-equilibrium geometry, from OMol25.

Geometry (Å):
H (0.383, -3.646, 1.746)
H (3.317, 0.915, 2.470)
H (3.234, 0.107, -3.369)
C (-3.262, -0.615, -1.555)
H (4.979, 1.309, 2.051)
C (3.942, 1.429, 1.743)
H (0.168, -2.667, -2.683)
H (5.491, -0.191, -2.341)
N (0.459, 2.554, 0.493)
C (-3.767, -3.756, -0.795)
O (-0.208, -0.950, 2.068)
H (-2.539, 1.919, 1.830)
C (2.331, 0.670, -1.503)
C (3.742, 0.897, 0.348)
H (-3.133, -4.107, -2.811)
H (1.219, 2.195, 3.030)
H (1.866, -3.221, 0.868)
Cl (-5.430, -4.147, -1.143)
C (0.859, -2.912, 1.099)
C (0.881, -1.537, 1.733)
Sb (0.511, 1.423, -2.399)
H (-1.789, -2.700, 1.731)
H (0.332, 4.572, -2.200)
H (-0.459, 2.658, 3.229)
H (-4.146, -3.344, 1.273)
C (-2.076, -3.040, 0.741)
C (-2.825, -3.808, -1.812)
H (-3.612, 0.576, 2.211)
C (-2.081, -0.253, -2.197)
C (3.391, 0.281, -2.310)
C (-3.401, -3.384, 0.483)
C (-1.144, -3.097, -0.279)
N (2.490, 0.924, -0.182)
H (0.233, -4.409, -2.472)
C (0.355, 5.245, -0.153)
H (-1.895, 0.460, 2.587)
C (-3.420, -0.292, -0.226)
H (-4.070, -1.091, -2.104)
H (0.315, 6.302, -0.403)
C (-1.494, -3.491, -1.566)
C (-2.379, 0.286, 0.486)
H (5.801, 0.431, 0.039)
C (4.646, 0.135, -1.741)
H (0.817, 3.825, 3.564)
H (3.705, 2.493, 1.763)
C (-2.613, 0.832, 1.867)
C (4.821, 0.475, -0.416)
O (0.164, -2.720, -0.130)
C (-1.051, 0.280, -1.442)
H (-4.366, -0.467, 0.276)
V (0.689, 0.542, 0.857)
C (0.462, 3.490, 1.471)
H (-0.912, -3.717, -3.631)
H (0.397, 5.570, 1.968)
C (0.404, 2.943, -0.814)
H (-1.970, -0.367, -3.269)
C (0.361, 4.282, -1.157)
C (0.404, 4.842, 1.162)
O (1.972, -0.851, 1.769)
C (0.518, 3.016, 2.902)
C (-0.447, -3.573, -2.652)
N (-1.169, 0.477, -0.105)

Output
- multiplicity = 4
- frontier orbital gap (alpha / beta) (eV) = 7.6 / 7.7
- net charge = +1
- E_HOMO (alpha / beta) (eV) = -10.463 / -10.850


[3]
The following is a quantum chemistry calculation of a structure of composition C27H26N2O4S3Zr in a non-equilibrium geometry, from OMol25.

Geometry (Å):
H (1.491, 0.734, -5.246)
H (5.008, 2.636, -3.596)
C (-2.981, -4.301, 4.455)
H (-1.524, -4.957, 2.963)
O (-0.221, -4.019, 1.429)
C (-2.541, -1.250, 0.425)
C (-1.145, 1.750, -1.139)
C (-3.383, -3.215, 5.256)
Zr (0.396, -0.043, 1.031)
H (5.443, 0.364, -0.672)
H (5.789, 2.015, -1.394)
H (1.958, -2.261, -3.841)
H (0.642, -1.210, -4.319)
C (-1.549, -1.865, 4.409)
S (1.783, 2.143, 1.575)
H (0.491, 2.335, 5.257)
C (-1.933, -4.130, 3.570)
H (-0.147, 2.233, -1.084)
O (0.893, 3.530, 3.586)
N (-1.328, 0.728, -0.287)
H (-5.606, -2.128, -0.661)
H (1.409, 3.900, 5.518)
C (-2.587, -2.056, 5.352)
H (-3.531, -5.236, 4.512)
C (1.377, -1.367, -3.539)
H (-3.831, -2.819, 1.101)
C (-4.689, -1.617, -0.540)
H (2.109, 3.096, -5.890)
C (5.460, 0.980, -1.602)
C (-4.596, -0.514, -1.411)
H (3.555, -0.381, -0.181)
H (3.760, 2.715, -6.317)
H (-4.284, -3.272, 5.842)
H (-5.358, -0.348, -2.146)
H (-2.747, -1.260, 6.099)
C (2.756, -0.309, -0.964)
N (-1.256, -1.444, 1.038)
C (4.154, 1.059, -2.386)
C (-3.332, 1.533, -2.064)
H (3.481, 3.910, -5.046)
C (2.189, 0.830, -4.432)
S (-0.534, -2.693, 1.909)
H (6.262, 0.549, -2.277)
H (-1.870, 3.024, -2.657)
C (-2.119, 2.208, -2.028)
O (1.518, -0.568, -0.540)
O (0.633, -1.773, 2.350)
C (-3.701, -1.989, 0.431)
C (3.123, 1.868, -4.446)
C (0.669, 2.395, 2.873)
S (-0.651, 1.383, 3.152)
C (-1.351, -2.871, 3.455)
C (0.553, 3.422, 5.003)
C (-3.478, 0.359, -1.323)
C (2.202, -0.135, -3.404)
C (-2.457, -0.052, -0.422)
H (-0.407, 3.920, 5.195)
C (3.094, 2.987, -5.464)
H (-4.164, 1.903, -2.701)
H (-0.931, -0.937, 4.513)
C (4.147, 1.946, -3.474)
H (0.850, -1.628, -2.610)
C (3.040, 0.193, -2.197)

Output
- frontier orbital gap (eV) = 6.7
- net charge = +2
- E_HOMO (eV) = -13.872


[4]
The following is a quantum chemistry calculation of a structure of composition C27H26N3SSiTi, from OMol25.

Geometry (Å):
Ti (0.648, 0.990, 1.233)
C (2.110, 2.921, 1.050)
H (-1.155, -0.137, -1.352)
N (-3.843, 1.709, 0.326)
H (3.721, 1.952, -4.346)
Si (0.342, 0.015, -1.191)
C (1.787, 1.838, -5.263)
H (3.540, -0.022, 1.997)
H (3.487, 1.559, 0.084)
H (2.964, -1.236, -0.683)
H (-0.237, -4.985, -0.709)
C (2.244, -2.052, -0.688)
H (-0.242, 1.595, -5.911)
C (-0.236, -2.827, 2.738)
C (2.247, 1.133, -3.017)
C (-1.950, -0.864, 1.933)
C (-1.590, -2.963, 3.005)
H (2.121, 2.257, -6.204)
H (-1.009, -2.724, -1.278)
H (2.161, 0.386, 4.010)
C (2.145, 1.096, 3.194)
C (2.942, 0.879, 2.067)
H (-3.519, -2.068, 2.794)
H (-1.972, -3.838, 3.513)
C (0.033, -2.877, -1.017)
S (-1.365, 2.419, 0.921)
H (0.740, 2.440, 4.144)
N (-2.858, 0.052, 1.329)
H (1.238, -1.526, 1.920)
H (0.487, -3.591, 2.981)
H (-5.729, 0.768, -0.066)
H (0.759, 4.056, 2.261)
C (1.344, 2.247, 3.269)
C (-2.682, 1.341, 0.899)
C (2.684, 1.667, -4.219)
H (-4.509, -1.343, 1.184)
C (0.919, 0.744, -2.826)
C (1.791, -4.388, -0.367)
C (0.184, -1.658, 2.145)
C (-4.072, 3.003, -0.303)
N (-0.646, -0.663, 1.793)
C (0.037, 0.924, -3.893)
H (2.096, 3.616, 0.222)
C (0.461, 1.467, -5.098)
H (-5.099, 3.024, -0.656)
C (-4.751, 0.674, 0.369)
H (-1.000, 0.628, -3.785)
C (2.890, 1.749, 0.964)
C (0.462, -4.158, -0.694)
C (-2.465, -1.976, 2.595)
C (0.907, -1.790, -1.016)
H (2.967, 1.012, -2.212)
H (-3.915, 3.796, 0.425)
H (3.734, -3.501, -0.144)
C (2.690, -3.328, -0.375)
C (-4.158, -0.348, 0.998)
H (2.129, -5.388, -0.126)
H (-3.383, 3.127, -1.136)
C (1.375, 3.167, 2.208)

Output
- multiplicity = 3
- frontier orbital gap (alpha / beta) (eV) = 6.6 / 6.4
- net charge = +1
- E_HOMO (alpha / beta) (eV) = -9.499 / -9.684


[5]
The following is a quantum chemistry calculation of a structure of composition C27H26NOS4Sb3Tl, from OMol25.

Geometry (Å):
C (-3.504, 0.087, 2.544)
H (0.190, 1.199, -2.224)
H (-1.459, -1.887, 0.736)
C (-0.640, 2.008, -0.372)
C (-4.213, 0.698, 1.516)
H (2.877, 1.590, 2.811)
C (2.836, 2.949, -0.018)
Sb (-2.294, -8.122, -1.484)
C (0.789, 3.340, 4.817)
C (-3.905, 0.404, 0.195)
C (1.953, 2.038, 3.163)
H (3.015, -2.891, -3.272)
C (-0.487, -1.458, -2.394)
H (2.744, -0.046, -1.590)
H (-1.311, 3.614, 4.466)
H (-0.351, -0.471, -4.309)
C (-0.388, 3.179, 4.101)
H (-1.323, 2.331, 2.375)
C (2.421, 1.650, -0.307)
C (2.045, -2.477, -3.023)
C (-2.518, -0.838, 2.238)
H (4.555, 1.009, -2.873)
C (-0.621, 1.859, -1.904)
C (-2.217, -1.135, 0.912)
H (-0.380, 2.833, -2.344)
H (1.897, -3.509, -1.140)
H (-0.267, -2.629, -0.578)
C (1.406, -1.614, -3.904)
C (0.174, -2.307, -1.511)
H (-1.630, 1.812, 0.033)
C (-1.929, 1.360, -2.520)
H (-1.897, 1.487, -3.606)
C (-2.883, -0.492, -0.126)
H (2.351, 3.504, 0.778)
S (-0.509, -4.513, 2.467)
Sb (-2.504, -0.738, -2.231)
H (-2.777, 1.949, -2.159)
H (-5.005, 1.404, 1.742)
C (1.962, 2.766, 4.345)
H (-4.467, 0.895, -0.595)
C (4.488, 2.848, -1.765)
C (0.147, -1.120, -3.593)
O (0.136, -3.698, 3.524)
C (4.080, 1.557, -2.068)
N (-0.765, -3.937, 1.141)
C (1.427, -2.820, -1.830)
C (-0.390, 2.455, 2.914)
Sb (0.737, 0.676, 0.635)
S (-1.598, -10.258, -1.009)
H (0.792, 3.904, 5.742)
H (2.884, 2.879, 4.902)
S (-0.615, -6.530, -1.910)
H (-1.967, -1.348, 3.021)
S (-3.628, -7.060, 0.136)
Tl (-2.418, -4.631, -0.786)
H (1.876, -1.343, -4.842)
C (0.782, 1.881, 2.423)
H (-3.734, 0.318, 3.577)
C (3.057, 0.963, -1.339)
H (4.177, 4.553, -0.498)
H (5.288, 3.312, -2.329)
H (-0.353, 3.017, -0.069)
C (3.864, 3.543, -0.736)

Output
- multiplicity = 2
- frontier orbital gap (alpha / beta) (eV) = 5.0 / 5.6
- net charge = -2
- E_HOMO (alpha / beta) (eV) = -1.185 / -1.848


[6]
The following is a quantum chemistry calculation of a cluster of 2 separate species, C27H26O3P in total in a non-equilibrium geometry, from OMol25.

Geometry (Å):
C (1.558, 3.316, 5.192)
C (-3.634, 1.302, 3.644)
H (-1.123, -0.538, 0.715)
H (-3.742, 1.805, -0.222)
H (-0.778, 0.499, 7.122)
C (0.475, 2.486, 5.588)
C (3.608, 0.465, 0.196)
C (3.894, 1.233, 2.877)
H (-5.859, 1.324, 1.043)
O (0.301, -0.680, 3.014)
H (2.270, 0.317, 4.565)
C (1.857, 0.372, 5.573)
H (1.745, -0.652, 5.937)
H (3.994, 1.594, 3.901)
H (-1.578, 1.898, 0.954)
H (5.945, 0.616, 2.681)
H (-1.338, -4.824, 0.186)
C (-2.496, 1.706, 1.519)
C (-4.853, 1.210, 2.951)
H (-1.551, 2.552, 6.366)
C (-0.728, 4.531, 6.219)
H (0.285, 6.412, 5.843)
C (4.984, 0.702, 2.174)
P (0.049, 0.903, 2.512)
C (-1.328, -2.663, 0.349)
H (-3.578, 1.221, 4.730)
H (0.997, -3.128, 3.429)
H (-1.985, -2.509, -0.507)
C (2.657, 1.263, 2.239)
H (1.526, 1.065, 0.396)
H (0.217, -5.128, 2.119)
H (-0.450, -0.795, 5.955)
C (-3.725, 1.643, 0.855)
C (0.345, 5.323, 5.787)
O (1.511, 1.534, 3.010)
C (1.488, 4.701, 5.263)
C (0.545, 1.046, 5.553)
H (2.343, 5.297, 4.933)
H (-1.512, 0.545, 5.487)
C (-0.857, -1.543, 1.053)
C (-0.073, -1.747, 2.186)
C (-0.106, -4.128, 1.827)
C (-0.692, 3.152, 6.061)
H (2.585, 0.898, 6.202)
H (2.473, 2.844, 4.826)
H (-5.766, 1.020, 3.513)
H (5.700, -0.086, 0.300)
C (0.343, -3.023, 2.566)
H (-1.601, 4.984, 6.693)
C (-0.962, -3.955, 0.735)
C (2.493, 0.946, 0.893)
C (-4.901, 1.381, 1.565)
O (-1.229, 1.335, 3.530)
C (-0.617, 0.279, 6.054)
H (3.492, 0.217, -0.859)
C (4.841, 0.315, 0.840)
C (-2.474, 1.487, 2.897)

Output
- frontier orbital gap (eV) = 5.7
- net charge = +1
- E_HOMO (eV) = -11.193


[7]
The following is a quantum chemistry calculation of a cluster of 7 separate species, C27H27BF6N2O23S in total in a non-equilibrium geometry, from OMol25.

Geometry (Å):
H (-6.416, 3.468, -1.460)
C (-4.162, -5.715, 2.867)
C (1.988, 0.619, 0.796)
C (-4.914, -4.824, 0.965)
C (-9.125, 2.840, -1.708)
N (3.115, 1.435, 0.424)
F (5.231, -7.034, -1.883)
O (-8.031, 2.219, -1.181)
C (-3.650, 0.799, -0.345)
O (-2.556, -2.872, 4.306)
H (2.440, 6.325, -4.735)
H (0.967, 4.289, -0.313)
H (7.200, 4.489, 0.392)
O (6.829, 5.700, -3.270)
C (6.859, 3.058, -1.198)
H (3.105, -5.837, -2.381)
O (-9.097, 4.184, -1.486)
H (2.301, -3.827, 1.414)
O (-3.020, -0.364, -0.670)
C (-0.307, -1.378, 1.763)
C (4.251, 6.402, -3.513)
O (6.149, 3.882, -2.103)
H (3.407, -1.218, 1.317)
H (7.416, 2.298, -1.753)
O (4.605, -2.960, -0.266)
O (2.149, -1.868, 4.506)
C (4.668, -6.245, -0.938)
C (-5.056, -0.292, -1.696)
H (-6.669, 2.939, 0.216)
F (5.972, 2.463, -0.371)
C (6.971, 4.937, -2.353)
O (3.117, -4.140, 4.548)
C (1.696, -3.293, 2.246)
H (-6.070, -0.691, -1.639)
O (-1.812, -0.541, 4.076)
H (4.526, 7.332, -4.012)
H (-4.845, -0.019, -2.734)
C (7.718, 4.030, -0.455)
C (3.158, 5.674, -4.226)
H (0.853, -3.973, 2.610)
O (5.326, -4.994, -0.947)
O (-1.346, -2.258, 2.218)
H (4.005, -2.333, 3.158)
H (-0.872, -0.242, 4.174)
O (-10.004, 2.272, -2.287)
H (-1.711, 0.440, 1.257)
O (3.115, -4.600, -0.733)
H (-3.235, -6.163, 3.226)
C (2.668, 2.736, 0.051)
H (-4.467, -7.458, 1.584)
F (-5.910, -7.283, 2.970)
O (3.664, 6.657, -2.240)
C (1.183, -1.842, 1.753)
F (3.665, 4.776, -5.104)
O (-4.909, 0.854, -0.868)
H (2.536, -6.592, -0.878)
O (-5.736, -5.878, 1.226)
C (-7.172, 3.245, -0.702)
C (-4.041, -1.229, -1.126)
C (2.311, -0.855, 1.278)
C (-5.023, -6.693, 2.134)
C (4.371, -4.080, -0.619)
B (-1.866, -1.867, 3.504)
N (0.071, 2.386, 0.366)
C (0.508, 1.075, 0.773)
H (3.474, 3.504, -0.243)
O (-5.057, -4.069, 0.045)
H (-8.600, 4.381, 0.501)
H (-4.677, -5.249, 3.712)
H (8.644, 3.579, -0.097)
F (-7.514, 5.571, -0.698)
C (-8.121, 4.379, -0.483)
C (-0.619, 0.070, 1.253)
O (7.979, 5.020, -1.441)
C (2.687, 5.726, -2.069)
C (1.183, 3.203, 0.003)
C (3.261, -5.894, -1.300)
O (-3.904, -4.734, 1.874)
H (5.157, 5.791, -3.382)
H (-3.094, -2.365, 4.968)
O (2.056, 5.591, -1.056)
O (-3.162, 1.669, 0.326)
S (2.864, -2.933, 3.684)
F (-3.527, -2.030, -2.088)
O (2.507, 4.970, -3.186)
H (4.777, -6.711, 0.046)
H (-4.406, -1.836, -0.294)

Output
- SMILES = O=[SH](=O)Cc1cc2nccnc2cc1OB(O)O.O=C1OC[C@@H](F)O1.O=C1OC[C@@H](F)O1.O=C1OC[C@@H](F)O1.O=C1OC[C@@H](F)O1.O=C1OC[C@@H](F)O1.O=C1OC[C@@H](F)O1
- frontier orbital gap (eV) = 7.6
- E_HOMO (eV) = -8.226


| no. | calculated total energy (eV) |
| --- | --- |
| 1 | -168152.2281 |
| 2 | -83777.3463 |
| 3 | -73364.4836 |
| 4 | -74714.3201 |
| 5 | -99606.6123 |
| 6 | -43844.8811 |
| 7 | -106322.3243 |